1.
58
Properties=species:S:1:pos:R:3:forces:R:3 method="wB97M-V/def2-TZVPD" lumo_ha="-0.03822 / -0.03455" homo_lumo_gap_ha="0.1825 / 0.1856" homo_energy_ev="-6.005 / -5.990" spin_multiplicity=2
Rh 0.56002 -0.37965 -2.46352 -1.02 -1.23 -0.58
N -0.63812 -2.38479 -3.08283 0.41 1.44 0.30
C -0.15680 -3.70669 -2.68502 0.20 -0.42 0.43
C 0.70280 -3.59795 -1.42798 0.63 0.19 -0.33
C 2.09455 -3.00471 -1.82466 -1.24 -1.00 0.94
O 3.07244 -3.71690 -1.71206 0.38 -0.05 -0.16
O 2.07878 -1.81718 -2.27738 0.54 2.09 -0.37
H -1.51164 -2.15525 -2.61890 0.01 -0.01 -0.17
H -0.79484 -2.32289 -4.08275 -0.06 0.11 0.11
H 0.45279 -4.11841 -3.49302 -0.09 0.04 0.02
H -0.99395 -4.40066 -2.51133 0.12 0.21 -0.14
H 0.86667 -4.58203 -0.98863 -0.03 0.09 0.00
H 0.22267 -2.94115 -0.69867 -0.08 -0.04 0.05
C 3.01077 -3.28575 4.31391 0.14 -0.09 -0.11
O 1.95546 -2.71963 5.05765 -0.22 0.04 0.20
C 1.61758 -1.42928 4.79923 -0.21 0.27 0.04
C 2.25439 -0.62965 3.84987 0.19 -0.50 0.23
C 1.84001 0.66067 3.64699 -0.49 0.38 0.31
C 0.75980 1.20710 4.37530 0.02 -2.46 -1.16
C 0.14840 0.40329 5.36240 0.16 0.45 -0.51
C 0.56467 -0.88947 5.55446 0.44 -0.47 -0.11
N 0.28155 2.43238 4.10375 1.08 2.28 0.94
N 0.69052 3.14946 3.13024 -1.78 1.93 1.64
C 0.63706 2.88144 1.83811 0.76 -1.49 -1.81
C 1.43416 3.62960 0.94457 -0.64 -0.32 0.99
C 1.61911 3.25304 -0.35877 -0.18 -0.61 -0.81
C 1.04107 2.07264 -0.88787 0.49 0.54 0.28
O 1.24783 1.67177 -2.08953 0.09 -1.38 -0.51
C 0.17590 1.33335 -0.01516 -0.45 -0.05 0.74
N -0.36686 0.19423 -0.50465 -0.14 -0.22 -0.23
C -1.24692 -0.47528 0.20867 0.11 0.05 -0.19
C -1.70279 -0.02873 1.44743 0.19 0.48 0.39
C -1.12658 1.10276 1.99575 -0.54 -0.59 -0.12
C -0.12477 1.77724 1.30044 0.82 0.12 -0.52
H 3.11036 -4.31118 4.66371 -0.01 0.04 -0.04
H 3.95231 -2.75627 4.49038 -0.04 0.00 -0.03
H 2.78851 -3.28711 3.24206 0.04 -0.01 0.04
H 3.07056 -1.01052 3.25734 0.11 -0.06 0.00
H 2.34518 1.27389 2.91663 0.04 0.01 -0.08
H -0.67207 0.80910 5.93350 -0.09 0.09 0.06
H 0.09075 -1.52307 6.28850 -0.04 -0.06 0.10
H 1.96013 4.47849 1.34877 0.08 0.15 0.10
H 2.26315 3.83531 -0.99715 0.08 0.01 -0.17
H -1.62585 -1.39334 -0.22376 -0.01 -0.04 -0.01
H -2.47369 -0.57053 1.97366 -0.04 -0.03 0.01
H -1.46644 1.47672 2.95040 0.04 -0.06 0.06
O -1.37576 0.21269 -3.50487 0.56 -0.51 0.36
N -2.01928 1.22593 -3.96540 -0.70 1.04 -0.42
C -2.93762 1.86196 -3.19569 0.20 -0.27 0.05
C -3.78947 2.79526 -3.73275 -0.09 0.23 -0.45
C -3.70544 3.13105 -5.08037 0.35 -0.34 0.21
C -2.70504 2.52456 -5.83487 -0.41 0.34 0.13
C -1.86892 1.60026 -5.25995 0.15 -0.30 0.17
H -2.98207 1.54785 -2.16301 0.13 -0.13 -0.06
H -4.54440 3.23488 -3.10164 -0.01 0.06 0.12
H -4.39494 3.83164 -5.52417 -0.01 0.06 -0.02
H -2.59452 2.74692 -6.88393 0.10 0.03 -0.07
H -1.09116 1.08258 -5.80343 -0.03 -0.05 0.15


2.
11
Properties=species:S:1:pos:R:3:forces:R:3 method="wB97M-V/def2-TZVPD" de_lowest_kj_mol=394.0 lumo_ha=0.02826 homo_lumo_gap_ha=0.3748 smiles="[H]/N=C/N(N)C=O" homo_energy_ev=-9.429
C 1.30372 0.49404 0.03887 1.44 -0.81 1.10
C -0.59295 -1.00572 0.13621 -1.26 -1.88 -0.53
H -1.74986 1.41330 -0.72344 1.73 -1.07 1.86
H -1.23546 1.26435 1.04094 -0.23 0.31 -2.95
H 1.46583 1.50440 0.51289 -0.03 -0.94 -0.86
H 3.08747 -0.20715 0.21189 -0.68 0.03 -0.47
H -0.03314 -2.04768 0.46860 -1.21 2.88 -0.86
N -0.95294 1.34383 -0.00771 1.62 -0.13 1.19
N -0.01287 0.14996 -0.13854 1.46 5.45 -0.07
N 2.14812 -0.45517 -0.14474 0.40 1.13 0.53
O -1.75946 -0.76593 -0.06555 -3.25 -4.97 1.05